(1)
{"formula": "C15H23N6O5SY", "method": "ωB97M-V with the def2-TZVPD basis set", "largest_force_ha_per_bohr": 0.047, "charge": 2, "de_lowest_kj_mol": 111.82, "total_energy_ha": -1726.38400, "species": ["O", "H", "H", "C", "H", "O", "C", "H", "H", "H", "C", "N", "C", "C", "N", "H", "C", "H", "N", "C", "H", "C", "O", "H", "S", "C", "H", "H", "N", "H", "O", "Y", "H", "H", "H", "C", "H", "C", "C", "C", "H", "H", "N", "H", "C", "H", "O", "N", "H", "C", "H"], "coordinates": [[-0.53473, 1.11131, 1.83683], [1.68916, -1.55823, -1.65210], [-1.76006, -4.79682, -0.57014], [-1.67499, 1.05289, 2.42620], [0.81190, 5.41592, -2.83598], [-2.41429, 1.97034, 2.69194], [3.81241, -2.33913, 0.95264], [-0.35009, 5.39077, -1.52105], [-3.37603, -0.13454, 4.40995], [-3.33098, -4.03552, 2.57897], [-3.47526, -2.15188, 3.63481], [-1.73662, -1.21488, 1.70873], [-2.15940, -2.48682, 1.67050], [-3.04144, -0.83376, 3.66018], [0.72579, 3.58722, -1.85359], [-3.09358, 0.22185, -0.50450], [0.02402, 2.54690, -1.37711], [-4.32255, 2.08059, -0.29886], [-3.54048, 2.56284, -0.71352], [-1.65193, -3.18116, 0.45036], [5.25407, -2.53923, -0.63289], [-2.35514, 1.95036, -0.84950], [-2.07790, -4.39341, 0.25917], [1.55497, 1.39768, -1.25869], [2.91005, -0.87965, 0.30696], [-3.02439, -3.00330, 2.62624], [-4.17804, -2.50903, 4.37313], [4.67116, -4.08206, -0.00872], [0.54965, 1.38263, -1.07816], [-0.68646, 4.55452, -3.08313], [-0.90499, -2.58601, -0.32593], [-0.34089, -0.18024, 0.26346], [4.58109, -2.00359, 1.64235], [3.07326, -2.92911, 1.49365], [2.55181, 4.50446, -2.23847], [4.37481, -3.06340, -0.25809], [2.53797, 3.51598, -0.78673], [3.27131, -3.05372, -1.30963], [2.17885, 3.57730, -1.81518], [-2.15330, -0.40195, 2.67412], [-3.66906, 3.54995, -0.86220], [3.34567, -1.01550, -2.05546], [-2.19136, 0.66782, -0.68324], [2.59257, 2.75937, -2.40502], [2.74952, -1.62326, -1.37778], [2.47450, -3.73334, -1.00616], [1.50707, -1.02041, 0.88602], [-1.33284, 2.77818, -1.24062], [3.65408, -3.37665, -2.27731], [0.07361, 4.79370, -2.33616], [-1.59253, 3.75403, -1.33026]], "forces_ev_per_a": [[0.3, 0.8, 0.7], [0.2, 0.1, 0.0], [0.1, 0.3, 0.2], [-1.1, 0.0, 1.1], [-0.1, -0.1, 0.1], [0.0, -0.2, 0.1], [0.3, 0.2, 0.0], [0.0, 0.0, -0.1], [-0.1, 0.1, 0.1], [-0.1, -0.1, 0.0], [0.2, 0.3, -0.1], [-1.0, -0.7, 1.2], [-0.4, 0.0, 0.3], [0.1, 0.0, -0.2], [-0.2, 0.0, 0.1], [0.3, 0.1, -0.1], [0.4, -0.2, -0.4], [0.1, 0.0, -0.1], [-0.1, 0.2, -0.1], [0.4, 0.4, -0.4], [0.1, 0.0, 0.0], [-0.5, -0.4, -0.2], [-0.3, -0.5, 0.2], [-0.3, 0.0, 0.0], [0.7, -1.0, -0.4], [0.4, 0.0, -0.4], [0.0, 0.0, 0.1], [0.1, 0.1, 0.1], [0.6, 1.1, -0.6], [0.0, 0.0, 0.1], [-0.1, 0.1, 0.2], [0.8, -1.9, -1.3], [0.0, 0.1, 0.1], [-0.2, 0.1, 0.0], [0.0, 0.0, 0.0], [-0.1, 0.0, -0.2], [0.0, -0.1, 0.0], [0.1, -0.1, 0.1], [0.2, -0.1, 0.1], [-0.1, 0.3, -0.1], [0.1, 0.0, 0.0], [0.0, 0.1, 0.0], [-1.1, 0.6, -0.4], [0.0, 0.0, -0.1], [0.1, 0.1, 0.1], [0.0, 0.0, -0.1], [0.7, -0.3, 0.4], [0.1, 0.7, 0.1], [-0.1, 0.0, 0.0], [-0.2, 0.4, -0.2], [0.1, -0.3, 0.1]]}



(2)
{"formula": "C23H59BNO14V", "method": "ωB97M-V with the def2-TZVPD basis set", "largest_force_ha_per_bohr": 0.229, "spin_multiplicity": 2, "charge": -3, "total_energy_ha": -2988.30343, "species": ["C", "H", "H", "C", "H", "H", "H", "C", "H", "C", "H", "H", "O", "H", "C", "H", "H", "H", "H", "O", "H", "N", "C", "H", "H", "C", "H", "H", "H", "O", "H", "C", "H", "C", "H", "H", "H", "C", "C", "H", "H", "O", "H", "H", "H", "O", "H", "H", "H", "C", "C", "H", "C", "C", "H", "O", "C", "H", "H", "H", "O", "O", "V", "C", "H", "H", "H", "C", "O", "H", "H", "H", "C", "O", "H", "H", "O", "O", "H", "H", "H", "H", "H", "H", "O", "H", "C", "B", "H", "C", "H", "H", "C", "H", "H", "C", "H", "O", "H"], "coordinates": [[-12.96701, 7.03381, -24.08559], [-17.80658, 12.64856, -18.42217], [-11.55372, 8.77240, -19.72826], [-13.96270, 11.63961, -24.45769], [-10.04517, 3.51929, -20.32473], [-15.37515, 13.87347, -24.36127], [-8.43821, 10.83592, -16.01941], [-13.38811, 11.45406, -15.69068], [-12.67548, 9.71362, -18.83314], [-17.15578, 13.40516, -20.27119], [-16.92068, 10.00510, -18.16567], [-13.34833, 6.96897, -21.97086], [-14.49246, 12.25599, -23.30707], [-13.62213, 5.71018, -18.37688], [-10.09127, 4.49951, -20.79920], [-11.15640, 8.57299, -17.52113], [-18.08066, 13.97466, -20.36263], [-8.94403, 5.87515, -18.42794], [-14.44847, 11.41159, -15.44182], [-10.54252, 6.78391, -20.52131], [-13.21925, 14.09989, -15.75782], [-16.78233, 12.94149, -21.56245], [-14.09964, 7.99671, -24.28095], [-15.90856, 5.20124, -18.47199], [-14.33562, 5.04359, -15.52059], [-8.35022, 9.75925, -15.87404], [-12.74000, 12.07671, -13.74792], [-18.18781, 11.55670, -19.76529], [-15.00277, 7.38872, -24.33356], [-10.34977, 11.34714, -19.31380], [-14.17255, 8.75319, -23.49959], [-10.66887, 5.50495, -19.86963], [-11.22286, 7.31518, -20.10121], [-12.71009, 12.49820, -14.75269], [-16.38620, 14.03132, -19.81979], [-12.93037, 6.27941, -24.87150], [-9.04783, 7.96288, -16.81679], [-10.74224, 9.22508, -16.75213], [-17.43401, 12.22995, -19.35708], [-11.02075, 10.26540, -16.92024], [-13.92227, 5.54475, -22.81005], [-11.53172, 9.83022, -22.19867], [-15.16480, 10.19766, -17.92950], [-13.01530, 11.19054, -24.15961], [-15.13740, 14.30273, -21.85400], [-11.79990, 7.80885, -24.08765], [-13.26008, 11.71579, -16.74102], [-10.21431, 4.69412, -17.98595], [-13.15312, 9.08253, -20.40611], [-10.78027, 10.70446, -22.66153], [-13.91226, 4.77413, -16.48819], [-10.70641, 4.46339, -21.69831], [-15.57004, 13.13319, -23.58531], [-10.00441, 5.63287, -18.49855], [-13.43784, 7.63338, -17.70571], [-10.00519, 13.30794, -19.29083], [-13.13339, 6.29689, -22.80166], [-13.77711, 12.36627, -25.24866], [-14.09535, 8.44753, -25.27335], [-16.14673, 12.17884, -21.37672], [-11.07695, 11.76644, -22.12969], [-13.81105, 7.15679, -16.96060], [-12.29865, 10.83517, -20.45911], [-16.01292, 13.89432, -22.35874], [-11.16768, 8.93552, -15.79127], [-10.58443, 12.91195, -14.31206], [-13.10412, 10.42421, -15.47422], [-10.75175, 12.43338, -18.86416], [-13.74121, 11.31276, -20.96374], [-8.77558, 9.61467, -14.88093], [-15.84285, 6.97083, -18.34566], [-12.25070, 5.69473, -22.58640], [-11.22948, 12.54482, -15.11032], [-13.32332, 13.73776, -14.87485], [-9.42857, 10.15787, -18.46987], [-12.83332, 4.74804, -16.33550], [-8.85759, 9.45217, -18.15749], [-16.13797, 11.59101, -19.14859], [-7.30567, 9.46263, -15.96903], [-12.88650, 7.90182, -19.11782], [-11.91273, 8.43372, -23.36765], [-16.43114, 12.58712, -23.97059], [-14.67183, 10.94353, -24.90571], [-11.72081, 5.26219, -19.71933], [-9.65116, 10.47344, -22.35722], [-10.77614, 11.56547, -15.26347], [-15.65291, 6.03565, -17.81891], [-12.60419, 8.86984, -19.50185], [-16.30470, 6.00254, -16.94588], [-14.19602, 5.88679, -17.46717], [-14.34214, 3.79807, -16.71318], [-9.08486, 4.80943, -21.08060], [-16.11587, 10.72384, -18.01144], [-16.67037, 14.73008, -22.59823], [-16.31296, 11.18946, -17.04581], [-9.25239, 9.03173, -16.87848], [-10.51408, 6.36936, -17.87732], [-11.97166, 12.38742, -19.02708], [-11.11351, 13.08151, -16.05193]], "forces_ev_per_a": [[0.2, 1.0, 0.1], [-0.1, -0.1, 0.4], [3.7, 0.1, -0.9], [0.0, 0.4, 0.2], [0.0, -0.2, -0.1], [0.8, 0.1, -0.4], [0.2, 0.1, -0.4], [-0.6, 0.3, 1.0], [-0.6, 2.8, 3.0], [-0.7, -0.1, 0.3], [-0.1, -0.5, 0.2], [0.3, 0.1, 0.1], [-0.8, 1.1, -0.5], [0.0, -0.1, -0.2], [0.5, -0.4, -0.2], [-0.3, 0.4, 0.1], [-0.2, 0.4, 0.1], [0.0, -0.1, -0.6], [-0.3, 0.4, -0.2], [-0.2, -1.9, 0.0], [0.3, -0.4, -0.3], [0.5, -0.2, -0.3], [-1.4, -0.7, -1.0], [-0.4, -0.1, -0.2], [-0.1, 0.2, 0.2], [-1.2, 0.3, 0.4], [-0.7, 0.7, 0.4], [0.1, -0.3, -0.2], [-0.6, 0.1, 0.5], [3.5, -9.7, 0.6], [0.1, -0.1, 0.0], [0.8, 2.3, 0.0], [0.0, 1.0, -0.2], [1.1, -2.5, -1.7], [0.1, 0.1, 0.3], [0.2, 0.1, -0.5], [0.2, -0.3, 0.1], [0.0, -0.1, 0.4], [1.9, 0.2, 0.6], [0.0, -0.1, -0.4], [-0.5, 0.1, -0.3], [-8.4, -7.9, -0.3], [0.1, 0.2, -0.4], [-0.2, -0.2, 0.0], [0.2, -0.1, 0.3], [0.5, -1.4, -1.2], [0.2, -0.1, -0.1], [0.4, -0.4, 0.4], [-2.3, 0.0, -3.2], [2.8, 0.2, 7.0], [0.2, 0.6, 0.9], [0.1, -0.1, 0.0], [0.2, 0.1, -0.4], [-0.8, -0.8, 0.6], [0.4, 0.7, -0.5], [1.8, 6.2, 3.3], [0.0, -1.1, 1.1], [0.3, 0.5, -0.1], [0.5, 0.4, 0.0], [0.5, -0.5, -0.2], [-5.7, 10.3, 0.4], [0.3, -0.9, 1.3], [1.7, 3.3, -3.3], [-0.3, -0.9, 0.2], [0.1, -0.2, 0.3], [-0.2, 0.8, 0.0], [0.7, 0.1, -0.2], [2.3, 0.1, -7.2], [0.9, -0.5, 1.2], [0.4, -0.4, 0.5], [0.2, -0.1, 0.0], [0.3, 0.4, 0.2], [0.5, -0.2, 0.0], [-0.7, 1.0, 1.2], [-1.0, 1.4, -1.1], [0.0, -0.4, -0.1], [1.2, -1.7, 0.5], [-1.3, 0.3, 0.8], [-0.1, -0.1, 0.1], [-1.5, -3.4, 1.6], [0.7, 1.3, 1.2], [-0.3, -0.4, 0.0], [-0.1, -0.5, 0.2], [-0.4, 0.0, 0.2], [10.3, -3.1, -4.9], [-0.5, -0.3, -0.2], [-0.5, -0.8, -0.6], [-0.2, -0.8, 0.2], [0.1, 0.0, 0.2], [-0.4, 1.0, -0.4], [0.2, 0.0, -0.5], [0.1, 0.0, -0.1], [-0.5, -0.2, -0.9], [-0.1, 0.1, -0.4], [0.0, 0.7, 0.0], [0.8, 0.8, -0.6], [-0.1, 0.3, -0.3], [-9.0, 2.5, 2.6], [0.3, 0.2, 0.0]]}



(3)
{"formula": "C17H41N3O3", "method": "ωB97M-V with the def2-TZVPD basis set", "largest_force_ha_per_bohr": 0.121, "smiles": "CC1(C)CCCC(C)(C)N1O.COC[C@H](C)N.COC[C@H](C)N", "de_lowest_kj_mol": 773.65, "total_energy_ha": -1061.91410, "species": ["C", "H", "H", "C", "H", "H", "H", "H", "H", "C", "H", "H", "N", "O", "C", "C", "H", "C", "H", "H", "C", "H", "N", "H", "H", "C", "C", "H", "H", "H", "H", "H", "H", "H", "H", "H", "H", "H", "C", "H", "H", "C", "O", "C", "H", "H", "H", "C", "H", "C", "H", "H", "O", "C", "H", "C", "H", "C", "H", "H", "H", "H", "H", "N"], "coordinates": [[2.33620, -1.80295, -0.75738], [0.24952, 5.33962, 0.20899], [-3.02361, 2.08485, -1.63662], [-2.30441, 1.01754, 0.69087], [1.66754, -3.78890, 1.15949], [-0.74872, -4.83641, -0.79805], [-1.51457, 2.58009, -1.95434], [-1.14360, 2.57268, 3.72116], [-3.33424, 1.35817, 0.79820], [-2.35854, -2.66026, -0.23259], [-2.94149, -3.53870, -0.50940], [-2.42458, 2.88771, 2.79104], [-0.10048, 0.64719, 1.81548], [3.02859, 1.75212, 0.98000], [0.79307, -3.18134, 0.92653], [-1.41923, 2.48423, 2.67030], [-0.11534, 0.10757, -0.52729], [-1.32793, -3.57316, -2.27866], [-1.86636, -2.76072, 0.73475], [-0.10684, -5.38612, -2.47547], [4.21811, 2.23235, 0.32188], [0.77627, 1.87216, -0.28630], [0.24790, 2.65929, 0.06204], [2.92374, 3.58392, 2.12078], [2.48200, -1.23475, -1.67607], [-1.94077, -1.18901, -2.16082], [1.35680, 3.52366, 0.49191], [-1.96818, -0.25826, -1.59420], [-2.28943, -0.02282, 0.36601], [4.84066, 2.64890, 1.11373], [4.63069, 1.52493, -0.39746], [-0.20879, 4.54400, 1.71929], [1.71592, 2.41848, 2.29381], [-0.95291, 3.32675, 2.15958], [1.66762, -3.91018, -2.29125], [-1.34421, -1.10418, -3.06912], [0.05909, 1.28735, 1.05073], [1.28361, 5.54231, 1.36735], [-1.35749, -2.32082, -1.39302], [-1.87634, 0.37043, 2.82011], [-0.02411, 2.38361, 0.99484], [-1.48258, 1.07272, 2.08536], [-1.50442, 1.80029, -0.10235], [0.62107, 4.74084, 1.04057], [-3.10159, -1.94954, 0.12915], [-2.97831, -1.33977, -2.45897], [4.07185, 3.03167, -0.40462], [1.00698, -2.59167, -0.54137], [1.59711, -4.61845, -0.81929], [1.06259, -3.85621, -1.38619], [3.16515, -2.50653, -0.83422], [-1.87115, 0.76320, -1.83019], [-0.25800, -0.65041, 0.04430], [-2.00407, 1.76489, -1.42148], [1.96576, 3.78565, -0.37332], [-0.26598, -4.59328, -1.74459], [2.58178, -1.27417, 0.16359], [2.30248, 2.91749, 1.52244], [-2.25133, -4.13244, -2.42913], [-0.11261, -0.29783, 1.45926], [0.92102, -2.38463, 1.65933], [-0.87194, -3.32765, -3.23778], [-0.10412, -3.78457, 1.06539], [-0.07484, -1.75088, -0.92674]], "forces_ev_per_a": [[0.6, -1.3, 1.4], [-0.8, -0.6, -0.4], [-0.7, -0.3, 1.1], [0.4, -0.9, 3.5], [0.0, -0.4, -0.1], [0.4, -1.3, 0.1], [0.9, -0.4, -0.2], [0.8, -0.7, 0.0], [-0.1, 0.3, 0.0], [0.1, -0.1, 1.0], [0.2, -0.2, 0.4], [-0.6, -0.1, -0.4], [-0.9, 1.0, 2.6], [0.4, 1.8, -0.8], [1.8, 1.1, -0.3], [-2.0, 0.9, 1.1], [0.0, 0.3, 0.1], [3.4, -0.7, -0.6], [0.4, -0.8, -0.2], [-0.1, -0.2, 0.5], [-0.7, 0.3, -0.1], [-0.1, -0.6, -0.6], [5.4, 3.1, 0.2], [0.5, 0.4, -0.7], [-0.9, 0.3, 0.2], [-0.8, -0.2, -1.1], [0.5, 1.4, 0.2], [0.1, -3.0, 0.1], [-0.4, 0.1, 0.1], [0.8, -0.4, -0.3], [0.3, -0.8, 1.0], [0.7, 0.4, -0.1], [-0.4, 0.1, 0.1], [0.1, -1.1, -0.1], [0.0, 1.2, -0.4], [0.0, 0.6, -0.1], [1.2, -3.0, 0.6], [0.4, -0.4, 1.2], [-2.3, 0.4, 1.8], [-0.5, 0.2, 0.0], [-0.5, 1.8, -0.9], [0.0, -0.3, -0.4], [-5.2, -1.4, -2.1], [0.9, 1.9, -1.0], [-0.1, 0.7, -1.0], [-0.1, -0.3, -0.1], [-0.8, 0.7, 0.2], [0.4, -0.9, 0.7], [0.2, 0.2, 0.4], [-0.5, -2.4, -1.2], [0.0, -0.5, 0.2], [0.3, 3.0, -0.7], [0.2, -4.2, -4.2], [0.5, 1.8, -1.0], [-0.1, 0.3, -0.2], [-0.9, 2.4, 1.1], [-0.1, 0.7, -0.3], [-0.6, -2.3, 0.5], [-0.3, 0.8, 0.1], [0.3, 0.6, 1.1], [-0.7, 0.2, 0.1], [-0.6, 0.5, -0.5], [0.1, 0.3, -0.2], [-0.3, 0.1, -1.4]]}